Record 1
Density functional theory data (the ωB97M-V functional and the def2-TZVPD basis) for a molecular structure, C15H23BN6PtSi.

Values from the calculation:
Frontier orbital gap (alpha / beta) ... 0.314 / 0.249 Ha
Largest force on an atom ... 5.1 eV/A
E ... -1347.5156 Eh
⟨S²⟩ ... 2.0490
2S+1 ... 3
Energy relative to the best compared isomer or geometry (same formula, charge and spin) ... 0.137 eV

Atoms and positions in Å:
1 H -1.3954 0.5749 2.5660
2 N -1.6424 -0.9631 1.1487
3 B -2.3364 -3.0603 -0.1205
4 N -2.4481 -2.0586 1.0370
5 C -3.2719 -2.0981 2.1049
6 Pt -0.3316 -0.2182 -0.1433
7 H -3.9948 -2.8867 2.1629
8 C -2.9854 -1.0074 2.9123
9 H -3.4798 -0.7281 3.8253
10 C -1.9503 -0.3099 2.2946
11 H -3.2904 -3.7715 -0.1648
12 C 3.5020 -0.0400 -1.2357
13 H 4.2623 0.7504 -1.1765
14 H 2.8751 0.1272 -2.1175
15 H 3.9603 -1.0354 -1.2803
16 N -1.0477 -3.8754 0.0860
17 N -2.1845 -2.2486 -1.4132
18 N 0.1530 -3.1884 0.1640
19 N -1.4064 -1.1436 -1.5507
20 C -0.8651 -5.2079 0.2192
21 C -2.8010 -2.4840 -2.5909
22 H -1.7259 -5.8611 0.1776
23 H -3.4707 -3.3171 -2.6392
24 C 0.4993 -5.4356 0.3949
25 C -2.4124 -1.5015 -3.4880
26 C 1.0893 -4.1378 0.3402
27 C -1.5255 -0.6669 -2.8093
28 H 0.9750 -6.3896 0.5257
29 H -2.7522 -1.3921 -4.5023
30 H 2.1402 -3.9182 0.4209
31 H -0.9736 0.2027 -3.1113
32 H 2.8504 0.0337 -0.3552
33 C 2.5818 4.3657 2.1211
34 Si 1.6306 4.2080 0.5292
35 C 0.2234 5.4315 0.5808
36 C 2.7438 4.6822 -0.8856
37 C 1.1136 2.4585 0.2800
38 C 0.5723 1.3298 0.0820
39 H 2.9517 5.3978 2.2093
40 H 3.4475 3.6911 2.1561
41 H 1.9725 4.1502 3.0088
42 H 0.6486 6.4390 0.7074
43 H -0.3784 5.4475 -0.3373
44 H -0.4757 5.2681 1.4113
45 H 3.6165 4.0213 -0.9709
46 H 2.2305 4.6594 -1.8562
47 H 3.1059 5.7066 -0.7175

Results of the natural (NBO) charge analysis, in e, for atoms 1 through 5:
1 H 0.236
2 N -0.344
3 B 0.541
4 N -0.293
5 C 0.009


Record 2
Density functional theory data (the ωB97M-V functional and the def2-TZVPD basis) for 2 unconnected molecules or ions with the total composition H3O2PS.

Values from the calculation:
Frontier orbital gap ... 0.337 Ha
Largest force on an atom ... 3.9 eV/A
E ... -891.8190 Eh
Energy relative to the best compared isomer or geometry (same formula, charge and spin) ... 1.747 eV
SMILES ... O=PS.O

Atoms and positions in Å:
1 O -0.8501 -0.3751 -1.3462
2 O 1.3746 1.9162 0.2753
3 P -1.3908 -0.2322 -0.0374
4 S -1.3710 -2.0588 1.0273
5 H 1.8168 2.2021 -0.5989
6 H 1.9746 1.4437 0.7939
7 H -1.5541 -2.8959 -0.1139

Results of the natural (NBO) charge analysis, in e, for atoms 1 through 5:
1 O -1.008
2 O -0.951
3 P 1.252
4 S -0.429
5 H 0.483


Record 3
Density functional theory data (the ωB97M-V functional and the def2-TZVPD basis) for a molecular structure, C38H45AsIN7O5P2Se2W.

Values from the calculation:
Frontier orbital gap (alpha / beta) ... 0.224 / 0.224 Ha
Largest force on an atom ... 0.8 eV/A
E ... -10320.2771 Eh
Charge ... +2
Energy relative to the best compared isomer or geometry (same formula, charge and spin) ... 0.000 eV

Atoms and positions in Å:
1 W -1.4835 1.7458 0.3279
2 C -2.6771 0.8476 5.1096
3 C -2.9338 0.2743 3.7164
4 C -4.1963 -0.5773 3.6782
5 O -1.8106 -0.4713 3.2660
6 C -3.1145 1.4564 2.7663
7 O -4.1114 2.0689 2.5656
8 O -1.9343 1.8624 2.1228
9 H -2.5421 0.0263 5.8143
10 H -3.5275 1.4449 5.4372
11 H -1.7761 1.4610 5.1169
12 H -4.1064 -1.3806 4.4107
13 H -4.3241 -1.0179 2.6888
14 H -5.0741 0.0181 3.9245
15 H -1.7442 -1.2530 3.8278
16 C 0.7240 1.3400 -4.6945
17 O 0.1993 1.2231 -3.3550
18 C -0.1908 2.2778 -2.6789
19 O -0.6734 2.0806 -1.5510
20 N -0.0313 3.5026 -3.1912
21 N -0.4701 4.6191 -2.4691
22 H 0.8736 0.3203 -5.0297
23 H 1.6803 1.8639 -4.6834
24 H 0.0043 1.8350 -5.3461
25 H 0.4785 3.6237 -4.0530
26 H -0.9347 5.2589 -3.1032
27 H 0.3199 5.0925 -2.0417
28 Se 2.0493 -4.0442 -0.0460
29 P 3.0981 -2.2431 0.1941
30 C 4.0869 -1.7910 -1.2582
31 C 4.8137 -2.8208 -1.8557
32 C 5.6080 -2.5601 -2.9607
33 C 5.6726 -1.2749 -3.4831
34 C 4.9478 -0.2494 -2.8944
35 C 4.1568 -0.5011 -1.7803
36 C 4.1931 -2.1619 1.6220
37 C 3.9497 -2.9988 2.7077
38 C 4.7637 -2.9223 3.8275
39 C 5.8161 -2.0178 3.8593
40 C 6.0620 -1.1891 2.7724
41 C 5.2526 -1.2576 1.6502
42 C 1.9782 -0.8240 0.4189
43 C 0.6139 -0.6661 0.2247
44 N 0.3491 0.6463 0.4870
45 N 1.4962 1.2281 0.8281
46 N 2.4698 0.3773 0.8017
47 P -0.7226 -1.7440 -0.2581
48 Se -2.5182 -0.3858 -0.2967
49 C -1.0078 -3.0223 0.9608
50 C -1.7958 -4.1223 0.6407
51 C -2.0435 -5.0863 1.6065
52 C -1.5136 -4.9464 2.8808
53 C -0.7280 -3.8432 3.1958
54 C -0.4707 -2.8785 2.2382
55 C -0.5644 -2.2893 -1.9618
56 C 0.6317 -2.1422 -2.6576
57 C 0.7128 -2.5584 -3.9767
58 C -0.3937 -3.1186 -4.6020
59 C -1.5935 -3.2455 -3.9151
60 C -1.6860 -2.8221 -2.5991
61 H 4.7451 -3.8269 -1.4606
62 H 6.1757 -3.3611 -3.4144
63 H 6.2946 -1.0732 -4.3452
64 H 5.0143 0.7562 -3.2903
65 H 3.6222 0.3120 -1.3096
66 H 3.1442 -3.7228 2.6557
67 H 4.5873 -3.5792 4.6685
68 H 6.4561 -1.9672 4.7301
69 H 6.8915 -0.4953 2.7956
70 H 5.4508 -0.6174 0.8001
71 H -2.1945 -4.2517 -0.3562
72 H -2.6458 -5.9496 1.3594
73 H -1.7038 -5.7041 3.6289
74 H -0.2943 -3.7505 4.1829
75 H 0.1662 -2.0346 2.4728
76 H 1.5032 -1.7159 -2.1821
77 H 1.6539 -2.4685 -4.5049
78 H -0.3221 -3.4583 -5.6267
79 H -2.4588 -3.6720 -4.4037
80 H -2.6348 -2.8976 -2.0826
81 I -0.4638 7.8339 1.7608
82 C -0.1742 5.8294 1.3854
83 C 0.9653 5.0786 1.6195
84 N 0.7080 3.8314 1.2263
85 N -0.5449 3.7138 0.7398
86 C -1.0865 4.9308 0.8441
87 H 1.9200 5.3568 2.0335
88 H 1.2939 2.9803 1.2381
89 H -2.0991 5.1108 0.5307
90 C -5.3004 1.6394 -0.4060
91 As -3.7304 2.7312 -0.7115
92 C -3.6404 2.7609 -2.6477
93 C -4.3857 4.5021 -0.2606
94 H -6.1592 2.1371 -0.8543
95 H -5.4621 1.5217 0.6623
96 H -5.1724 0.6648 -0.8735
97 H -4.6406 2.8823 -3.0599
98 H -3.2177 1.8196 -2.9978
99 H -3.0134 3.5924 -2.9625
100 H -5.4055 4.6095 -0.6273
101 H -3.7658 5.2665 -0.7262
102 H -4.3842 4.6167 0.8222

Results of the Mulliken charge analysis, in e, for atoms 1 through 5:
1 W 1.930
2 C -1.798
3 C 1.777
4 C -1.687
5 O -0.184


Record 4
Density functional theory data (the ωB97M-V functional and the def2-TZVPD basis) for a molecular structure, C6H8FNO4.

Values from the calculation:
Frontier orbital gap ... 0.371 Ha
Largest force on an atom ... 4.6 eV/A
E ... -688.8992 Eh
Energy relative to the best compared isomer or geometry (same formula, charge and spin) ... 1.540 eV

Atoms and positions in Å:
1 C -1.9114 0.7438 -0.8578
2 C 0.6114 1.1329 -0.9382
3 C 2.7502 1.2554 -1.7145
4 C -2.3068 -2.1046 0.5215
5 C -0.3217 -0.7664 0.6645
6 C -0.5719 0.2938 -1.0727
7 N -2.9751 0.9967 -0.5991
8 O 0.7524 2.0851 -0.2242
9 O 0.4464 -0.0398 1.4472
10 O 1.5482 0.6121 -1.7667
11 O -1.5527 -0.9877 1.1132
12 F -0.4246 -0.6868 -2.0393
13 H 3.3634 0.7682 -0.9118
14 H 2.5883 2.3538 -1.3533
15 H 3.3528 1.3260 -2.6220
16 H -1.5662 -2.7243 -0.1252
17 H -3.2819 -1.6893 0.0207
18 H -2.6344 -2.7600 1.3837
19 H 0.1747 -1.7828 0.4058
20 H 0.1781 0.8967 1.6493

Results of the natural (NBO) charge analysis, in e, for atoms 1 through 5:
1 C 0.229
2 C 0.742
3 C -0.281
4 C -0.286
5 C 0.516


Record 5
Density functional theory data (the ωB97M-V functional and the def2-TZVPD basis) for a molecular structure, C9H36F4Mn2N18O13P2.

Values from the calculation:
Frontier orbital gap (alpha / beta) ... 0.342 / 0.333 Ha
Largest force on an atom ... 11.9 eV/A
E ... -5712.5749 Eh
Charge ... +2
⟨S²⟩ ... 30.0050
2S+1 ... 11
Energy relative to the best compared isomer or geometry (same formula, charge and spin) ... 7.216 eV

Atoms and positions in Å:
1 Mn 0.5339 -3.0052 2.5452
2 Mn 1.4544 -1.3417 -2.6297
3 O 0.3331 -1.2471 1.4826
4 P 0.0934 -0.2642 0.3451
5 O 0.2200 -0.7613 -1.0780
6 F 1.2646 0.8913 0.6241
7 F -1.3422 0.5370 0.5542
8 O 0.8404 -3.8793 0.8031
9 P 1.2553 -4.2016 -0.6124
10 O 1.3082 -3.0572 -1.6855
11 F 0.3246 -5.5232 -1.1894
12 F 2.7708 -4.8683 -0.5289
13 C 1.4018 1.9509 -2.7878
14 O 1.5905 0.7332 -2.7574
15 N 2.2141 2.8768 -2.4624
16 N 0.2090 2.4281 -3.1099
17 H 1.8542 3.6548 -1.9282
18 H 3.1924 2.8016 -2.7017
19 H 0.0093 3.4182 -3.1067
20 H -0.4200 1.6665 -3.3207
21 C 3.6345 -2.3737 3.3091
22 O 2.5216 -2.4723 2.7157
23 N 3.7845 -1.6052 4.3606
24 N 4.7428 -2.9806 2.9361
25 H 4.6297 -1.6886 4.9073
26 H 3.0130 -1.0742 4.7387
27 H 4.8595 -3.6500 2.1888
28 H 5.5025 -2.6626 3.5207
29 C 0.0489 4.4105 0.0903
30 O 0.8121 4.6110 -0.8386
31 N -0.6664 5.2320 0.7097
32 N -0.1410 3.2328 0.5469
33 H -1.0799 4.8414 1.5443
34 H -0.6625 6.2062 0.4430
35 H 0.3917 2.4220 0.2658
36 H -1.1211 3.3901 0.7333
37 C -5.4448 0.0470 1.1995
38 O -5.8941 -0.9738 0.8105
39 N -4.1171 0.2231 1.1059
40 N -6.1139 1.1132 1.3084
41 H -3.5595 -0.4702 0.6278
42 H -3.7506 1.1503 1.2676
43 H -5.6775 2.0178 1.4147
44 H -7.1192 1.0157 1.3186
45 C -2.7213 -3.0866 2.7077
46 O -1.5652 -3.0759 2.6669
47 N -3.6185 -2.2913 3.3084
48 N -3.4504 -3.7486 1.8363
49 H -4.5522 -2.6585 3.1923
50 H -3.5505 -1.2855 3.3698
51 H -2.8706 -4.2370 1.1689
52 H -4.4552 -3.7583 1.9385
53 C 2.3013 1.8754 3.5593
54 O 1.4302 1.4276 4.3092
55 N 3.5638 1.6894 3.7412
56 N 2.1038 2.8308 2.6939
57 H 4.1162 2.3154 3.1728
58 H 3.9664 1.1564 4.4988
59 H 2.7171 3.0704 1.9280
60 H 1.1194 2.9383 2.4953
61 C -3.2534 1.5845 -2.9748
62 O -2.5510 1.2092 -3.8554
63 N -4.1612 2.4484 -3.2092
64 N -3.0186 1.3782 -1.7210
65 H -4.8135 2.5420 -2.4438
66 H -4.5288 2.3271 -4.1421
67 H -2.2139 0.8192 -1.4760
68 H -3.5752 1.6373 -0.9190
69 C 4.0844 -0.7501 -0.5962
70 O 3.2313 -1.0103 -1.4533
71 N 4.1099 0.1081 0.3372
72 N 5.1524 -1.3075 -0.3295
73 H 3.3228 0.6890 0.5885
74 H 5.0040 0.2911 0.7699
75 H 5.6694 -1.0708 0.5053
76 H 5.4385 -2.0040 -1.0026
77 C -1.0363 -1.8056 -4.8116
78 O -0.3916 -1.5222 -3.7841
79 N -2.1881 -1.2732 -5.0678
80 N -0.5357 -2.5493 -5.7684
81 H -2.5902 -0.5368 -4.5056
82 H -2.7317 -1.5465 -5.8740
83 H 0.4342 -2.7325 -5.9824
84 H -1.0931 -2.8586 -6.5519

Results of the Mulliken charge analysis, in e, for atoms 1 through 5:
1 Mn 1.179
2 Mn 0.886
3 O 0.243
4 P -0.560
5 O 0.770